Record 1
Below is a structure of composition C22H42F12InN8O14S4 in a non-equilibrium geometry, with properties calculated with wB97M-V/def2-TZVPD.

## Properties
LUMO level (eV): -7.72
Energy (hartree): -5335.784229
Frontier orbital gap (eV): 4.48
Total charge: +1
Strongest force on any atom (eV/A): 6.88

Each line ends with the Löwdin charge.
Element x y z (Å)
In1 0.06 0.21 0.17  1.4562
C1 0.84 5.17 -0.89  -0.5740
F1 0.60 4.94 0.40  0.1259
F2 -0.29 5.55 -1.50  0.1190
F3 1.68 6.25 -0.95  0.1331
S1 1.40 3.50 -1.77  0.7025
O1 1.98 3.80 -3.09  -0.2658
O2 2.37 2.92 -0.83  -0.3329
N1 -0.02 2.52 -1.68  -0.2849
S2 -0.63 2.69 -3.11  0.5666
O3 -0.85 4.06 -3.61  -0.2718
O4 -0.07 1.79 -4.09  -0.2867
C2 -2.43 2.05 -2.88  -0.5635
F4 -3.09 2.95 -2.14  0.1260
F5 -3.03 1.87 -4.11  0.1088
F6 -2.42 0.90 -2.18  0.0850
C3 2.92 -2.89 2.95  -0.5180
F7 3.13 -3.26 1.68  0.1267
F8 2.07 -3.85 3.47  0.1042
F9 4.13 -2.93 3.58  0.1340
S3 2.16 -1.06 3.07  0.7207
O5 2.59 -0.42 4.31  -0.2601
O6 2.57 -0.43 1.83  -0.3680
N2 0.42 -1.19 2.73  -0.2618
S4 -0.12 -1.27 4.15  0.5324
O7 0.55 -2.17 5.06  -0.2541
O8 -0.57 0.06 4.52  -0.2869
C4 -1.82 -2.18 3.82  -0.6455
F10 -2.57 -1.60 2.90  0.1336
F11 -1.64 -3.50 3.47  0.0920
F12 -2.52 -2.22 4.91  0.1646
C5 -1.15 -1.07 -4.71  0.0215
C6 -0.36 -1.51 -3.51  -0.5331
O9 -0.40 -0.88 -2.48  -0.0071
N3 0.40 -2.64 -3.60  0.0375
C7 0.67 -3.45 -4.80  -0.0486
H1 -1.40 -1.86 -5.41  0.0814
H2 -0.64 -0.28 -5.27  0.0916
H3 -2.12 -0.69 -4.39  0.0762
H4 0.87 -2.93 -2.75  0.0703
H5 1.46 -4.17 -4.57  0.0801
H6 1.18 -2.81 -5.51  0.0901
H7 -0.23 -3.95 -5.16  0.0881
C8 3.28 -0.20 -3.46  0.0354
C9 3.50 -0.02 -1.98  -0.5160
O10 2.51 -0.26 -1.22  -0.0589
N4 4.66 0.42 -1.57  0.0431
C10 4.97 0.48 -0.17  -0.0330
H8 2.71 -1.09 -3.71  0.0683
H9 4.23 -0.23 -3.99  0.0868
H10 2.64 0.61 -3.83  0.0931
H11 5.28 0.75 -2.30  0.1559
H12 4.24 1.18 0.26  0.0655
H13 5.98 0.86 0.00  0.1018
H14 4.79 -0.51 0.24  0.0894
C11 -0.32 -4.78 0.56  0.0359
C12 0.61 -3.87 -0.20  -0.5211
O11 0.50 -2.60 -0.18  -0.0467
N5 1.54 -4.46 -0.89  0.0552
C13 2.68 -3.72 -1.51  -0.0251
H15 -0.44 -4.52 1.62  0.0753
H16 -0.02 -5.83 0.64  0.0859
H17 -1.27 -4.74 0.04  0.0830
H18 1.56 -5.45 -1.07  0.1514
H19 3.17 -4.33 -2.26  0.0940
H20 3.40 -3.37 -0.76  0.0866
H21 2.39 -2.86 -2.11  0.0440
C14 -3.13 -2.66 -1.87  0.0214
C15 -3.37 -1.74 -0.75  -0.5334
O12 -2.39 -1.37 -0.08  -0.0111
N6 -4.65 -1.37 -0.56  0.0609
C16 -4.96 -0.32 0.45  -0.0350
H22 -2.33 -3.39 -1.71  0.0848
H23 -2.85 -2.11 -2.77  0.0771
H24 -4.04 -3.22 -2.09  0.0900
H25 -5.41 -1.89 -0.98  0.1445
H26 -6.02 -0.09 0.48  0.0914
H27 -4.48 0.64 0.22  0.0743
H28 -4.61 -0.64 1.43  0.0727
C17 3.26 2.78 2.63  0.0321
C18 1.75 2.71 2.92  -0.4570
O13 0.96 2.27 2.09  -0.0228
N7 1.25 3.40 4.01  0.0242
C19 -0.10 3.74 4.29  -0.0621
H29 3.75 1.81 2.78  0.0706
H30 3.75 3.43 3.35  0.0805
H31 3.40 3.13 1.60  0.0762
H32 1.91 3.62 4.74  0.1423
H33 -0.01 4.48 5.08  0.0961
H34 -0.64 2.90 4.73  0.0832
H35 -0.67 4.13 3.45  0.0767
C20 -2.29 3.91 1.05  0.0280
C21 -2.76 2.58 1.67  -0.4980
O14 -2.23 1.49 1.39  -0.0179
N8 -3.68 2.67 2.60  0.0493
C22 -4.18 1.55 3.40  -0.0240
H36 -2.76 4.05 0.08  0.0813
H37 -1.25 3.91 0.74  0.0512
H38 -2.50 4.76 1.71  0.0900
H39 -4.07 3.55 2.90  0.1522
H40 -4.35 1.84 4.44  0.0951
H41 -3.43 0.77 3.46  0.0751
H42 -5.14 1.24 2.98  0.0853


Record 2
Below is the molecule C6H11N in a non-equilibrium geometry, with properties calculated with wB97M-V/def2-TZVPD.

## Properties
LUMO level (eV): 1.03
ΔE to the lowest compared entry with this formula, charge and spin (kcal/mol): 112.3
Energy (hartree): -289.792669
Frontier orbital gap (eV): 8.94
Strongest force on any atom (eV/A): 3.93

Each line ends with the Löwdin charge.
Element x y z (Å)
C1 -1.40 1.02 -0.33  -0.0756
C2 -0.03 0.62 0.19  -0.3738
C3 0.01 -0.48 1.33  -0.1078
C4 0.22 -1.68 0.37  -0.2457
C5 0.98 0.00 -0.72  -0.3239
C6 1.13 1.44 -0.61  0.0338
H1 -1.39 1.43 -1.34  0.0758
H2 -2.18 0.19 -0.48  0.0933
H3 -1.97 1.70 0.32  0.0796
H4 0.85 -0.31 2.03  0.1027
H5 -0.91 -0.41 2.00  0.1173
H6 1.18 -2.25 0.55  0.1171
H7 -0.50 -2.50 0.62  0.1148
H8 -0.71 -1.08 -1.42  0.1228
H9 1.80 -0.36 -0.12  0.1158
H10 0.58 2.13 -1.16  0.0568
H11 2.01 1.84 -0.14  0.0978
N1 0.32 -1.29 -1.09  -0.0007


Record 3
Below is a cluster of 2 separate species, C2H7N2S in total in a non-equilibrium geometry, with properties calculated with wB97M-V/def2-TZVPD.

## Properties
LUMO level (eV): 4.19
ΔE to the lowest compared entry with this formula, charge and spin (kcal/mol): 25.2
Energy (hartree): -588.095600
Frontier orbital gap (eV): 6.95
Total charge: -1
Strongest force on any atom (eV/A): 4.38

Each line ends with the Löwdin charge.
Element x y z (Å)
C1 -1.62 -2.20 -0.46  -0.8336
S1 -1.10 -1.80 1.15  0.1563
H1 -1.70 -1.42 -1.28  0.0176
H2 -0.98 -2.88 -1.05  -0.0080
H3 -2.52 -2.59 -0.64  -0.0716
N1 0.44 1.05 0.60  0.0214
C2 1.68 1.46 0.20  -0.4026
N2 2.12 2.69 -0.07  -0.0172
H4 0.12 0.02 0.40  -0.0084
H5 -0.09 1.72 1.14  0.0699
H6 2.25 0.54 0.05  0.0949
H7 1.41 3.41 -0.05  -0.0187


Record 4
Below is a cluster of 2 separate species, C7H16O3P in total in a non-equilibrium geometry, with properties calculated with wB97M-V/def2-TZVPD.

## Properties
LUMO level (eV): 2.59
Energy (hartree): -843.308383
Frontier orbital gap (eV): 3.93
Total charge: -1
Strongest force on any atom (eV/A): 1.55

Each line ends with the Löwdin charge.
Element x y z (Å)
C1 -2.99 -1.96 0.88  -0.3592
P1 -3.53 -0.30 1.61  0.7030
C2 -5.07 0.18 0.65  -0.3818
C3 -2.27 1.02 1.38  -0.5595
O1 -1.56 0.95 0.10  -0.3034
H1 -3.62 -2.33 0.06  0.0009
H2 -3.05 -2.70 1.68  -0.0175
H3 -1.96 -1.96 0.51  -0.0057
H4 -5.77 0.64 1.34  -0.0141
H5 -5.56 -0.68 0.16  -0.0025
H6 -4.83 0.93 -0.12  0.0078
H7 -1.54 0.82 2.19  -0.0602
H8 -0.95 0.22 0.15  -0.0270
O2 0.82 -1.16 -0.20  0.1200
C4 1.88 -0.64 -0.40  -0.5259
O3 2.13 0.55 0.16  0.0175
C5 3.40 1.19 0.13  -0.2405
C6 3.60 1.97 -1.15  -0.0673
C7 2.90 -1.26 -1.32  0.0080
H9 4.20 0.47 0.31  0.1096
H10 3.41 1.87 0.98  0.1233
H11 3.58 1.31 -2.03  0.0650
H12 4.56 2.49 -1.14  0.0762
H13 2.80 2.69 -1.28  0.0875
H14 2.64 -1.01 -2.34  0.0945
H15 2.86 -2.34 -1.19  0.0880
H16 3.93 -0.95 -1.12  0.0636


Record 5
Below is a structure of composition C18H24KN3O4S3, with properties calculated with wB97M-V/def2-TZVPD.

## Properties
LUMO level (eV): -0.14
ΔE to the lowest compared entry with this formula, charge and spin (kcal/mol): 9.6
Energy (hartree): -2960.030150
Frontier orbital gap (eV): 6.08
Strongest force on any atom (eV/A): 0.80

Each line ends with the Löwdin charge.
Element x y z (Å)
K1 0.50 0.23 0.25  0.7006
C1 -0.05 -1.80 2.69  -0.0870
O1 -0.97 -1.39 1.68  -0.2872
C2 -2.06 -0.63 2.16  -0.2010
C3 -1.70 0.79 2.58  -0.1715
O2 -1.13 1.57 1.53  -0.2580
C4 -2.00 2.31 0.69  -0.1680
C5 -2.28 1.65 -0.65  -0.2047
O3 -1.07 1.52 -1.37  -0.2672
C6 -1.29 1.27 -2.75  -0.0912
H1 -0.58 -2.25 3.53  0.0957
H2 0.60 -2.55 2.24  0.0995
H3 0.57 -0.96 3.03  0.0405
H4 -2.80 -0.62 1.36  0.1194
H5 -2.51 -1.13 3.03  0.1311
H6 -2.60 1.29 2.97  0.1318
H7 -0.95 0.79 3.37  0.1256
H8 -2.95 2.52 1.19  0.1339
H9 -1.50 3.26 0.50  0.1416
H10 -2.76 0.67 -0.54  0.1260
H11 -2.98 2.30 -1.20  0.1329
H12 -1.85 2.09 -3.20  0.0952
H13 -0.31 1.19 -3.22  0.0894
H14 -1.84 0.33 -2.89  0.0875
N1 2.65 -1.09 -3.78  0.1737
C7 3.64 -0.20 -3.38  -0.1863
C8 4.86 0.16 -3.93  -0.0265
C9 5.62 1.05 -3.21  -0.0871
C10 5.19 1.56 -1.97  -0.0705
C11 3.97 1.21 -1.43  0.0107
C12 3.18 0.33 -2.17  -0.2071
N2 1.94 -0.21 -1.85  0.0950
C13 1.68 -1.05 -2.81  -0.2878
C14 0.47 -1.89 -2.84  -0.3136
C15 0.08 -2.74 -3.83  -0.3505
S1 -1.35 -3.53 -3.38  1.0432
C16 -1.35 -2.66 -1.92  -0.4614
N3 -0.36 -1.84 -1.74  0.0381
H15 2.67 -1.69 -4.58  0.1548
H16 5.21 -0.25 -4.87  0.1048
H17 6.58 1.36 -3.60  0.1007
H18 5.84 2.22 -1.41  0.1070
H19 3.67 1.56 -0.45  0.0917
H20 0.56 -2.93 -4.77  0.0724
H21 -2.13 -2.80 -1.18  0.0818
C17 4.26 -1.08 4.84  -0.1489
O4 3.25 -0.36 4.14  -0.2829
C18 3.62 0.48 3.14  -1.3734
S2 5.22 0.67 2.71  0.5286
S3 2.26 1.21 2.40  0.4594
H22 3.71 -1.66 5.58  0.0826
H23 4.96 -0.40 5.33  0.0688
H24 4.82 -1.73 4.17  0.0678


Record 6
Below is a cluster of 4 separate species, C36H57ClN6O2P in total in a non-equilibrium geometry, with properties calculated with wB97M-V/def2-TZVPD.

## Properties
LUMO level (eV): -2.67
Energy (hartree): -2686.134887
Frontier orbital gap (eV): 8.33
Total charge: +1
Strongest force on any atom (eV/A): 3.09

Each line ends with the Löwdin charge.
Element x y z (Å)
C1 -0.33 -2.85 3.74  -0.1064
C2 0.26 -2.64 2.31  -0.1756
C3 -0.20 -1.30 1.63  -0.3733
P1 -0.11 0.02 3.00  0.8184
N1 -0.11 1.49 2.46  -0.2365
C4 0.74 -0.87 0.50  -0.3015
C5 2.21 -0.55 0.98  -0.0800
C6 2.59 0.86 0.51  -0.2413
C7 2.61 1.12 -0.84  -0.0672
C8 2.90 2.38 -1.36  -0.0717
C9 3.18 3.38 -0.44  -0.0886
C10 3.19 3.14 0.91  -0.0760
C11 2.89 1.88 1.40  -0.0509
N2 0.82 -1.90 -0.53  0.0271
C12 -0.45 -2.55 -0.87  -0.2779
C13 -0.50 -2.79 -2.40  -0.2022
C14 0.06 -4.17 -2.81  -0.6480
C15 0.18 -4.23 -4.36  -0.1171
Cl1 1.76 -4.41 -2.17  0.6114
C16 -1.72 -1.84 -0.32  -0.3075
C17 -2.06 -0.61 -1.19  0.0259
C18 -2.89 -2.87 -0.49  -0.1155
O1 -4.03 -2.56 0.30  -0.0340
C19 -4.97 -1.75 -0.33  -0.2779
C20 -5.49 -0.70 0.41  -0.0250
C21 -6.45 0.11 -0.13  -0.0743
C22 -6.93 -0.08 -1.41  -0.0744
C23 -6.40 -1.12 -2.16  -0.0651
C24 -5.45 -1.94 -1.60  -0.0262
N3 -1.63 -1.54 1.14  -0.0100
O2 -2.43 -0.48 1.55  0.0260
H1 0.31 -2.38 4.50  0.0674
H2 -1.34 -2.42 3.83  0.0559
H3 -0.44 -3.92 3.96  0.0878
H4 -0.09 -3.51 1.72  0.1130
H5 1.35 -2.70 2.39  0.1213
H6 1.10 -0.27 3.66  0.0032
H7 -1.21 -0.16 3.88  0.0233
H8 -0.20 1.49 1.45  -0.0191
H9 0.39 0.07 0.03  0.1202
H10 2.88 -1.24 0.45  0.1304
H11 2.35 -0.70 2.05  0.0820
H12 2.39 0.34 -1.58  0.1041
H13 2.90 2.58 -2.42  0.1044
H14 3.39 4.38 -0.81  0.1077
H15 3.40 3.93 1.63  0.1122
H16 2.86 1.65 2.46  0.0685
H17 1.32 -1.60 -1.35  0.0925
H18 -0.42 -3.56 -0.40  0.1216
H19 -1.51 -2.75 -2.82  0.0897
H20 0.07 -2.06 -2.97  0.0865
H21 -0.54 -4.99 -2.42  0.1004
H22 1.23 -4.19 -4.67  0.0598
H23 -0.19 -5.19 -4.72  0.0830
H24 -0.32 -3.38 -4.83  0.0515
H25 -2.42 -0.98 -2.16  0.0726
H26 -2.89 -0.01 -0.80  0.0960
H27 -1.20 0.03 -1.41  0.0969
H28 -2.50 -3.82 -0.10  0.1473
H29 -3.10 -3.04 -1.55  0.1217
H30 -5.18 -0.50 1.44  0.1120
H31 -6.90 0.93 0.44  0.1153
H32 -7.71 0.57 -1.82  0.1125
H33 -6.75 -1.26 -3.18  0.1166
H34 -5.08 -2.75 -2.23  0.1239
H35 -1.95 -2.38 1.65  0.1790
H36 -2.97 -0.74 2.32  0.1349
C25 -1.21 5.63 0.72  -0.1080
C26 -0.12 5.18 1.69  -0.2714
C27 0.82 6.31 2.11  -0.1857
C28 1.50 6.87 0.93  -0.2367
N4 2.04 7.31 0.00  0.1435
H37 -0.79 6.01 -0.21  0.0700
H38 -1.87 4.80 0.48  0.0673
H39 -1.82 6.43 1.17  0.0773
H40 0.46 4.38 1.22  0.0877
H41 -0.58 4.76 2.58  0.1045
H42 1.57 5.94 2.81  0.1138
H43 0.26 7.11 2.60  0.1201
C29 -0.71 1.87 -6.71  -0.1035
C30 0.37 1.71 -5.65  -0.2580
C31 0.72 0.24 -5.37  -0.1672
C32 -0.46 -0.49 -4.89  -0.1934
N5 -1.39 -1.07 -4.51  0.1777
H44 -1.65 1.41 -6.40  0.0714
H45 -0.91 2.92 -6.89  0.0777
H46 -0.40 1.41 -7.65  0.0810
H47 0.03 2.18 -4.72  0.1114
H48 1.27 2.23 -5.97  0.1125
H49 1.50 0.18 -4.61  0.1118
H50 1.09 -0.24 -6.28  0.1277
C33 5.60 -1.13 3.93  -0.1060
C34 5.53 -0.91 5.43  -0.2545
C35 4.09 -0.84 5.96  -0.1797
C36 3.37 0.27 5.33  -0.2132
N6 2.81 1.16 4.84  0.1616
H51 5.14 -0.31 3.38  0.0631
H52 6.63 -1.20 3.60  0.0776
H53 5.09 -2.06 3.64  0.0743
H54 6.05 0.01 5.68  0.1164
H55 6.05 -1.72 5.94  0.1119
H56 4.09 -0.70 7.04  0.1218
H57 3.56 -1.77 5.75  0.1152